C4H6O in the gas phase. Source: OMol25; level of theory: wB97M-V/def2-TZVPD.

XYZ file:
```
11
Properties=species:S:1:pos:R:3
C 0.315 0.303 -2.360
C 0.069 -0.403 -1.032
C -0.136 0.239 0.128
C 0.197 -0.253 1.458
O -0.615 0.024 2.330
H -0.409 -0.053 -3.163
H 0.351 1.370 -2.448
H 1.133 -0.005 -2.845
H 0.387 -1.464 -1.056
H -0.351 1.300 0.031
H 1.134 -0.665 1.673
```

Properties
Kohn-Sham gap   10.04 eV
Highest occupied orbital energy   -9.66 eV
E_LUMO   0.390 eV
E_tot   -231.18097 Eh

---

A 2-piece molecular cluster, C4H6O overall. Source: OMol25; level of theory: wB97M-V/def2-TZVPD.

XYZ file:
```
11
Properties=species:S:1:pos:R:3
C -2.564 0.973 -0.105
C -1.616 0.218 -0.507
C -0.759 -0.635 -0.882
H -2.387 1.513 0.871
H -3.567 1.261 -0.675
H -0.839 -1.653 -0.733
H 0.121 -0.366 -1.424
C 2.649 -1.099 0.680
O 2.084 -0.147 0.228
H 3.732 -1.481 0.229
H 2.094 -1.719 1.395
```

Properties
Kohn-Sham gap   10.35 eV
Highest occupied orbital energy   -9.58 eV
E_LUMO   0.770 eV
E_tot   -231.12321 Eh

---

C4H6O in the gas phase. Source: OMol25; level of theory: wB97M-V/def2-TZVPD.

XYZ file:
```
11
Properties=species:S:1:pos:R:3
O 1.583 0.990 1.104
C 0.680 0.584 0.429
C 0.717 -0.095 -0.936
C -0.434 -0.993 -0.638
C -0.753 0.416 0.832
H 0.522 0.593 -1.761
H 1.659 -0.624 -1.093
H -0.196 -1.859 -0.030
H -1.461 -0.472 -0.312
H -0.927 0.200 1.889
H -1.388 1.259 0.515
```

Properties
Kohn-Sham gap   9.51 eV
Highest occupied orbital energy   -8.89 eV
E_LUMO   0.623 eV
E_tot   -231.10549 Eh

---

C4H6O in the gas phase. Source: OMol25; level of theory: wB97M-V/def2-TZVPD.

XYZ file:
```
11
Properties=species:S:1:pos:R:3
C -1.566 -0.444 0.117
C -0.254 0.274 0.257
C 0.520 1.148 0.868
C 1.048 0.585 -0.352
O 2.076 -0.725 -0.442
H -1.252 -1.326 -0.418
H -2.234 0.114 -0.452
H -1.996 -0.664 1.110
H 0.843 1.428 1.847
H 1.149 0.959 -1.394
H 1.666 -1.350 -1.142
```

Properties
Kohn-Sham gap   10.53 eV
Highest occupied orbital energy   -9.65 eV
E_LUMO   0.879 eV
E_tot   -231.11722 Eh

---

Please write out number 2 again, unchanged.
A 2-piece molecular cluster, C4H6O overall. Source: OMol25; level of theory: wB97M-V/def2-TZVPD.

XYZ file:
```
11
Properties=species:S:1:pos:R:3
C -2.564 0.973 -0.105
C -1.616 0.218 -0.507
C -0.759 -0.635 -0.882
H -2.387 1.513 0.871
H -3.567 1.261 -0.675
H -0.839 -1.653 -0.733
H 0.121 -0.366 -1.424
C 2.649 -1.099 0.680
O 2.084 -0.147 0.228
H 3.732 -1.481 0.229
H 2.094 -1.719 1.395
```

Properties
Kohn-Sham gap   10.35 eV
Highest occupied orbital energy   -9.58 eV
E_LUMO   0.770 eV
E_tot   -231.12321 Eh